Density functional theory data (ωB97M-V with the def2-TZVPD basis set) for a molecular structure, C37H41BrIrNO2S.

As for the LUMO energy (alpha / beta): -3.125 / -5.443 eV. As for the spin multiplicity: 2. As for the net charge: +1. The expectation value of S² is 0.757. The calculation puts the relative energy (zero: lowest compared OMol25 entry of this formula, charge and spin) at 12.8 kcal/mol. For the HOMO energy (alpha / beta), the calculation gives -11.2363 / -11.2301 eV.

Last column: Mulliken charge in e.
Element x y z (Å)
Ir1 -0.11 -0.46 0.52  1.345
C1 -1.12 -1.49 2.15  -1.451
C2 -0.24 -2.44 1.49  0.204
C3 -0.90 -2.78 0.21  -0.146
C4 -1.97 -1.91 0.08  -0.246
C5 -2.17 -1.13 1.28  0.572
C6 -3.48 -0.46 1.67  1.476
C7 -4.50 -1.61 1.69  -1.705
C8 -3.38 0.11 3.09  -1.663
C9 -3.98 0.62 0.72  -1.705
C10 -0.68 -3.89 -0.83  2.178
C11 -0.78 -5.26 -0.15  -1.800
C12 0.65 -3.80 -1.60  -1.657
C13 -1.78 -3.83 -1.90  -2.097
C14 0.88 -3.08 2.30  2.356
C15 1.44 -2.09 3.35  -1.664
C16 0.26 -4.25 3.09  -1.589
C17 2.08 -3.56 1.48  -1.635
H1 -0.98 -1.12 3.15  0.465
H2 -2.62 -1.84 -0.78  0.696
H3 -4.21 -2.40 2.39  0.376
H4 -4.63 -2.06 0.70  0.331
H5 -5.47 -1.22 2.01  0.480
H6 -3.03 -0.63 3.81  0.323
H7 -4.37 0.45 3.41  0.460
H8 -2.72 0.99 3.12  0.313
H9 -4.12 0.23 -0.29  0.280
H10 -3.30 1.47 0.68  0.186
H11 -4.95 0.98 1.08  0.616
H12 0.09 -5.48 0.47  0.245
H13 -0.83 -6.03 -0.92  0.525
H14 -1.68 -5.34 0.46  0.317
H15 1.53 -3.86 -0.97  0.057
H16 0.72 -2.88 -2.17  0.040
H17 0.69 -4.62 -2.31  0.638
H18 -2.78 -3.95 -1.46  0.345
H19 -1.63 -4.64 -2.61  0.480
H20 -1.76 -2.89 -2.45  0.330
H21 0.69 -1.81 4.09  0.344
H22 1.83 -1.19 2.89  0.280
H23 2.25 -2.57 3.88  0.531
H24 -0.54 -3.89 3.74  0.300
H25 1.03 -4.70 3.72  0.480
H26 -0.15 -5.03 2.45  0.249
H27 2.46 -2.77 0.83  0.182
H28 1.84 -4.43 0.87  0.218
H29 2.88 -3.86 2.15  0.570
S1 3.92 1.03 -0.78  -0.349
C18 3.29 0.27 -2.22  1.062
C19 3.89 0.19 -3.48  -0.555
C20 3.14 -0.36 -4.50  -0.738
C21 1.83 -0.79 -4.27  -0.944
C22 1.25 -0.72 -3.02  -0.308
C23 2.01 -0.22 -1.97  -0.862
N1 1.61 -0.05 -0.64  1.451
C24 2.48 0.66 0.05  0.410
C25 2.10 1.16 1.35  1.223
C26 2.93 1.94 2.14  -0.837
C27 2.45 2.48 3.32  -1.035
C28 1.14 2.24 3.69  -0.834
C29 0.31 1.44 2.89  -0.088
C30 0.79 0.89 1.72  -0.085
H30 4.88 0.57 -3.65  0.440
H31 3.56 -0.43 -5.49  0.430
H32 1.24 -1.17 -5.10  0.467
H33 0.22 -0.98 -2.87  0.254
H34 3.95 2.14 1.83  0.505
H35 3.09 3.09 3.95  0.405
H36 0.74 2.66 4.60  0.492
H37 -0.71 1.28 3.21  0.053
Br1 0.91 3.44 -0.94  -0.004
C31 -0.70 3.60 -1.93  0.531
C32 -1.00 4.84 -2.46  -0.801
C33 -2.14 5.00 -3.23  -0.522
C34 -2.97 3.91 -3.49  -0.829
C35 -2.66 2.67 -2.97  -0.500
C36 -1.53 2.50 -2.16  -0.062
C37 -1.28 1.14 -1.62  0.789
O1 -1.43 0.15 -2.32  -0.643
O2 -0.93 1.16 -0.35  -0.609
H38 -0.33 5.67 -2.29  0.445
H39 -2.37 5.97 -3.64  0.388
H40 -3.86 4.04 -4.10  0.411
H41 -3.28 1.81 -3.17  0.418

=====

Density functional theory data (ωB97M-V with the def2-TZVPD basis set) for a molecular structure, C37H41Cl5FeGeN4Se.

As for the LUMO energy (alpha / beta): -2.349 / -3.155 eV. As for the spin multiplicity: 6. As for the net charge: +1. The expectation value of S² is 8.786. The calculation puts the relative energy (zero: lowest compared OMol25 entry of this formula, charge and spin) at 2.0 kcal/mol. For the HOMO energy (alpha / beta), the calculation gives -7.5774 / -10.9334 eV.

Last column: Mulliken charge in e.
Element x y z (Å)
Fe1 1.38 0.41 0.72  1.414
Cl1 4.76 -2.34 1.02  -0.157
C1 4.15 -1.14 2.09  0.476
C2 3.66 0.06 1.58  -1.100
C3 3.14 0.97 2.51  1.102
Cl2 2.38 2.45 1.92  -0.012
C4 3.16 0.75 3.88  -0.217
Cl3 2.55 1.93 4.96  -0.090
C5 3.67 -0.45 4.36  0.425
Cl4 3.69 -0.77 6.04  -0.157
C6 4.15 -1.41 3.46  0.115
Cl5 4.74 -2.90 4.05  -0.157
C7 -0.77 -1.32 4.11  -1.328
C8 0.05 -0.52 3.36  -0.466
N1 0.36 -0.76 2.06  0.662
C9 -0.16 -1.92 1.49  -0.041
C10 -1.04 -2.77 2.21  1.087
C11 -1.35 -2.46 3.51  -0.783
C12 -1.56 -3.93 1.51  -1.050
C13 -1.20 -4.23 0.25  -1.210
C14 -0.25 -3.40 -0.46  0.994
C15 0.20 -3.67 -1.73  -0.402
C16 1.14 -2.82 -2.34  -1.425
C17 1.56 -1.71 -1.64  -0.321
N2 1.16 -1.41 -0.41  0.586
C18 0.25 -2.24 0.20  -0.572
H1 -0.97 -1.05 5.14  0.506
H2 0.45 0.39 3.79  0.408
H3 -2.01 -3.11 4.08  0.469
H4 -2.25 -4.57 2.05  0.444
H5 -1.59 -5.11 -0.24  0.437
H6 -0.16 -4.56 -2.25  0.467
H7 1.53 -3.02 -3.33  0.449
H8 2.29 -1.04 -2.09  0.554
C19 3.84 3.24 -1.35  -1.158
Ge1 4.95 2.00 -0.37  0.600
C20 5.80 2.72 1.21  -1.193
C21 6.29 1.27 -1.55  -1.316
C22 3.82 0.40 0.10  -0.948
H9 4.46 4.05 -1.74  0.433
H10 3.05 3.68 -0.76  0.314
H11 3.39 2.73 -2.21  0.343
H12 6.70 3.25 0.91  0.448
H13 6.09 1.92 1.89  0.356
H14 5.16 3.43 1.75  0.342
H15 6.93 2.06 -1.95  0.391
H16 5.83 0.75 -2.39  0.402
H17 6.93 0.56 -1.02  0.390
H18 4.27 -0.44 -0.41  0.750
H19 2.88 0.55 -0.48  -0.308
C23 -1.31 2.56 -4.45  -1.290
C24 -2.52 1.77 -3.98  0.349
C25 -2.33 0.26 -4.09  -0.825
C26 -1.35 -0.33 -3.08  -1.341
N3 -1.91 -0.31 -1.72  1.998
C27 -1.57 0.48 -0.68  -1.249
Se1 -0.17 1.75 -0.72  -0.626
N4 -2.40 0.24 0.34  2.405
C28 -2.46 0.91 1.65  -0.823
C29 -3.73 1.73 1.86  -0.832
C30 -3.79 3.08 1.14  -0.764
C31 -4.05 2.99 -0.36  -0.631
C32 -3.24 -0.82 0.00  0.300
C33 -4.22 -1.48 0.73  -1.119
C34 -4.86 -2.52 0.08  -0.970
C35 -4.55 -2.87 -1.24  -0.913
C36 -3.58 -2.20 -1.97  -1.178
C37 -2.93 -1.16 -1.31  0.340
H20 -1.50 3.64 -4.40  0.374
H21 -1.07 2.32 -5.49  0.383
H22 -0.42 2.37 -3.84  0.213
H23 -3.39 2.05 -4.56  0.440
H24 -2.76 2.02 -2.94  -0.350
H25 -1.95 0.01 -5.09  0.509
H26 -3.29 -0.25 -4.00  0.375
H27 -0.42 0.22 -3.05  0.345
H28 -1.12 -1.37 -3.30  0.448
H29 -1.56 1.54 1.71  0.333
H30 -2.37 0.13 2.40  0.067
H31 -3.80 1.89 2.94  0.517
H32 -4.60 1.14 1.57  0.301
H33 -2.85 3.63 1.32  0.323
H34 -4.58 3.67 1.60  0.375
H35 -3.16 2.68 -0.90  -0.185
H36 -4.35 3.95 -0.77  0.501
H37 -4.85 2.28 -0.57  0.262
H38 -4.45 -1.22 1.75  0.527
H39 -5.63 -3.07 0.61  0.470
H40 -5.08 -3.69 -1.71  0.461
H41 -3.34 -2.48 -2.98  0.529

=====

Density functional theory data (ωB97M-V with the def2-TZVPD basis set) for a molecular structure, C37H41CuFN2OP2Si.

As for the LUMO energy (alpha / beta): 0.547 / 0.463 eV. As for the spin multiplicity: 2. The expectation value of S² is 0.756. The calculation puts the relative energy (zero: lowest compared OMol25 entry of this formula, charge and spin) at 0.0 kcal/mol. For the HOMO energy (alpha / beta), the calculation gives -6.6404 / -6.6702 eV.

Last column: Mulliken charge in e.
Element x y z (Å)
Cu1 -0.27 0.07 -0.22  -0.959
N1 3.57 0.83 0.21  -0.341
C1 2.25 0.88 -0.04  1.064
O1 1.68 -0.07 -0.57  -0.761
C2 1.53 2.14 0.36  -1.386
C3 0.13 2.14 -0.25  -0.735
H1 4.08 -0.02 0.03  0.236
H2 4.03 1.58 0.69  0.203
H3 2.13 3.01 0.06  0.485
H4 1.47 2.13 1.45  0.257
H5 0.17 2.53 -1.27  0.580
H6 -0.55 2.77 0.33  0.471
C4 -2.47 -1.17 -2.55  -0.969
Si1 -3.02 0.24 -1.37  0.229
C5 -4.93 0.16 -1.27  -1.501
C6 -2.64 1.87 -2.30  -1.227
N2 -2.12 0.05 0.08  1.471
C7 -2.51 0.12 1.37  0.602
C8 -3.80 0.51 1.79  -0.997
C9 -4.19 0.50 3.11  -0.845
C10 -3.31 0.13 4.12  -0.712
C11 -2.02 -0.21 3.76  -0.642
C12 -1.66 -0.21 2.44  0.427
F1 -0.34 -0.56 2.19  -0.089
H7 -2.69 -0.92 -3.58  0.627
H8 -2.95 -2.12 -2.33  0.230
H9 -1.39 -1.31 -2.47  0.078
H10 -5.34 -0.04 -2.25  0.421
H11 -5.33 1.11 -0.94  0.396
H12 -5.29 -0.61 -0.60  0.403
H13 -3.23 1.94 -3.20  0.378
H14 -1.59 1.91 -2.58  0.237
H15 -2.85 2.74 -1.69  0.314
H16 -4.50 0.82 1.03  0.404
H17 -5.20 0.80 3.36  0.421
H18 -3.62 0.10 5.16  0.407
H19 -1.28 -0.47 4.50  0.446
C13 0.02 -3.48 -1.32  -1.660
P1 0.06 -2.36 0.16  0.828
C14 -1.03 -3.27 1.31  2.115
C15 -2.40 -3.16 1.07  -1.013
C16 -3.31 -3.76 1.92  -0.695
C17 -2.87 -4.48 3.02  -0.994
C18 -1.51 -4.59 3.26  -0.758
C19 -0.60 -3.99 2.41  -0.428
C20 1.74 -2.57 0.80  1.257
C21 2.79 -2.80 -0.09  -0.643
C22 4.10 -2.89 0.36  -1.090
C23 4.38 -2.73 1.71  -0.603
C24 3.35 -2.44 2.59  -0.817
C25 2.05 -2.34 2.14  -1.093
P2 1.04 -5.04 -1.29  -0.061
C26 0.16 -5.98 0.01  0.526
C27 0.91 -6.49 1.06  -0.474
C28 0.32 -7.28 2.03  -0.583
C29 -1.03 -7.57 1.95  -0.600
C30 -1.79 -7.05 0.91  -0.682
C31 -1.20 -6.26 -0.06  -0.212
C32 0.32 -5.94 -2.72  0.660
C33 0.51 -7.32 -2.72  -0.407
C34 0.05 -8.09 -3.77  -0.647
C35 -0.60 -7.49 -4.84  -0.518
C36 -0.78 -6.12 -4.85  -0.615
C37 -0.31 -5.34 -3.81  -0.388
H20 0.38 -2.89 -2.17  1.183
H21 -1.04 -3.72 -1.49  0.693
H22 -2.74 -2.58 0.23  0.042
H23 -4.37 -3.66 1.73  0.479
H24 -3.58 -4.96 3.68  0.407
H25 -1.15 -5.15 4.11  0.446
H26 0.46 -4.11 2.61  0.441
H27 2.60 -2.87 -1.15  0.455
H28 4.89 -3.09 -0.34  0.428
H29 5.39 -2.81 2.07  0.433
H30 3.56 -2.28 3.64  0.430
H31 1.27 -2.06 2.83  0.559
H32 1.97 -6.26 1.11  0.405
H33 0.91 -7.68 2.84  0.426
H34 -1.50 -8.20 2.69  0.418
H35 -2.85 -7.26 0.85  0.434
H36 -1.79 -5.88 -0.88  0.410
H37 1.02 -7.78 -1.89  0.362
H38 0.20 -9.17 -3.75  0.389
H39 -0.96 -8.09 -5.66  0.373
H40 -1.28 -5.65 -5.68  0.408
H41 -0.45 -4.27 -3.84  0.352

=====

Density functional theory data (ωB97M-V with the def2-TZVPD basis set) for a molecular structure, C37H41F3MnN3P2SSi2.

As for the LUMO energy (alpha / beta): -0.676 / -0.188 eV. As for the spin multiplicity: 5. The expectation value of S² is 6.076. The calculation puts the relative energy (zero: lowest compared OMol25 entry of this formula, charge and spin) at 23.3 kcal/mol. For the HOMO energy (alpha / beta), the calculation gives -7.2759 / -7.7085 eV.

Last column: Mulliken charge in e.
Element x y z (Å)
Mn1 0.60 -0.43 0.06  -1.659
C1 1.18 -1.99 3.06  -0.780
Si1 -0.60 -2.19 2.52  0.188
C2 -0.86 -3.98 2.06  -1.303
C3 -1.71 -1.80 3.99  -1.155
N1 -0.84 -1.05 1.23  0.583
P1 -1.99 -0.22 0.38  1.204
C4 -1.20 1.05 -0.33  -1.417
P2 -0.25 2.04 0.62  2.049
N2 1.13 1.24 1.02  1.030
Si2 2.62 1.68 1.80  0.366
C5 3.62 2.98 0.86  -1.270
C6 3.68 0.14 1.96  -0.708
C7 2.33 2.37 3.51  -1.234
C8 0.22 3.55 -0.27  -0.016
C9 0.82 4.62 0.38  -0.245
C10 1.26 5.72 -0.33  -0.837
C11 1.10 5.76 -1.71  -0.621
C12 0.50 4.70 -2.37  -0.735
C13 0.05 3.60 -1.65  -0.759
C14 -1.00 2.68 2.15  0.543
C15 -1.74 3.86 2.19  -0.257
C16 -2.41 4.23 3.34  -0.761
C17 -2.35 3.43 4.47  -0.766
C18 -1.61 2.26 4.45  -1.028
C19 -0.93 1.89 3.30  -0.196
C20 -2.66 -1.31 -0.90  0.729
C21 -2.65 -2.69 -0.74  0.020
C22 -3.19 -3.52 -1.72  -0.911
C23 -3.73 -2.97 -2.87  -0.497
C24 -3.74 -1.59 -3.03  -0.705
C25 -3.20 -0.77 -2.06  -0.884
C26 -3.47 0.06 1.39  1.127
C27 -4.12 -1.01 2.01  -0.644
C28 -5.27 -0.80 2.76  -0.816
C29 -5.79 0.48 2.88  -0.652
C30 -5.18 1.54 2.24  -0.573
C31 -4.03 1.33 1.49  -0.548
H1 1.45 -2.73 3.81  0.530
H2 1.34 -1.00 3.49  0.025
H3 1.87 -2.11 2.22  0.062
H4 -0.43 -4.61 2.85  0.417
H5 -0.36 -4.25 1.13  0.313
H6 -1.91 -4.26 1.98  0.358
H7 -1.13 -1.89 4.91  0.519
H8 -2.56 -2.48 4.07  0.396
H9 -2.11 -0.79 3.95  0.163
H10 3.27 3.14 -0.16  0.216
H11 4.67 2.69 0.82  0.465
H12 3.56 3.95 1.35  0.360
H13 3.43 -0.63 1.23  -0.287
H14 3.58 -0.32 2.94  0.405
H15 4.74 0.38 1.81  0.465
H16 1.69 3.24 3.51  0.269
H17 3.29 2.66 3.94  0.517
H18 1.88 1.63 4.17  0.258
H19 0.95 4.60 1.46  0.524
H20 1.73 6.55 0.19  0.430
H21 1.45 6.62 -2.27  0.408
H22 0.37 4.73 -3.44  0.433
H23 -0.44 2.76 -2.14  0.409
H24 -1.81 4.49 1.31  0.427
H25 -2.98 5.15 3.36  0.428
H26 -2.88 3.71 5.37  0.407
H27 -1.55 1.63 5.33  0.449
H28 -0.35 0.98 3.27  0.338
H29 -2.21 -3.13 0.14  0.137
H30 -3.16 -4.60 -1.58  0.457
H31 -4.14 -3.61 -3.64  0.396
H32 -4.15 -1.16 -3.93  0.404
H33 -3.18 0.31 -2.19  0.410
H34 -3.73 -2.01 1.91  0.630
H35 -5.75 -1.64 3.24  0.442
H36 -6.69 0.64 3.46  0.394
H37 -5.59 2.54 2.32  0.450
H38 -3.56 2.15 0.97  0.485
F1 3.41 -4.01 0.05  -0.177
C32 4.17 -3.42 -0.89  0.704
F2 4.12 -4.19 -2.00  -0.277
F3 5.44 -3.46 -0.45  -0.292
C33 3.74 -2.01 -1.18  -0.025
C34 4.72 -1.08 -1.52  -0.407
C35 4.38 0.27 -1.73  -0.904
C36 3.07 0.64 -1.56  -0.403
N3 2.12 -0.27 -1.32  -0.130
C37 2.41 -1.58 -1.18  1.021
S1 0.95 -2.51 -0.91  -0.527
H39 5.75 -1.39 -1.57  0.483
H40 5.14 1.00 -1.98  0.468
H41 2.72 1.66 -1.61  0.698

=====

Density functional theory data (ωB97M-V with the def2-TZVPD basis set) for a molecular structure, C37H41F3N4O3PtS.

As for the LUMO energy (alpha / beta): 2.428 / -0.385 eV. As for the spin multiplicity: 6. As for the net charge: -1. The expectation value of S² is 8.785. The calculation puts the relative energy (zero: lowest compared OMol25 entry of this formula, charge and spin) at 0.0 kcal/mol. For the HOMO energy (alpha / beta), the calculation gives -2.9672 / -5.3674 eV.

Last column: Mulliken charge in e.
Element x y z (Å)
Pt1 -15.43 -1.91 10.77  4.279
C1 -13.00 1.60 11.97  -1.585
C2 -12.73 0.08 11.74  2.674
C3 -11.45 -0.06 10.87  -1.759
C4 -12.73 -0.72 13.02  0.364
C5 -11.55 -0.73 13.77  -0.914
C6 -11.48 -1.39 14.99  -1.414
C7 -12.59 -2.02 15.52  -0.975
C8 -13.81 -2.04 14.84  0.220
C9 -14.98 -2.77 15.47  1.642
C10 -15.20 -4.11 14.76  -0.743
C11 -14.85 -3.05 16.98  -2.212
C12 -13.85 -1.42 13.57  -0.355
N1 -15.08 -1.49 12.89  0.388
C13 -16.07 -0.66 13.40  -0.267
O1 -16.00 0.17 14.32  -0.776
C14 -17.37 -0.90 12.72  0.899
C15 -18.61 -0.40 13.13  -0.784
C16 -19.69 -0.80 12.38  -0.510
C17 -19.61 -1.86 11.47  -1.008
C18 -18.32 -2.34 11.21  -0.168
N2 -17.23 -1.73 11.66  -0.218
C19 -18.05 -3.51 10.35  0.110
O2 -19.00 -4.28 10.08  -0.778
N3 -16.77 -3.54 9.91  0.717
C20 -16.34 -4.67 9.21  -0.616
C21 -16.57 -4.72 7.82  0.984
C22 -16.06 -5.84 7.15  -0.809
C23 -15.46 -6.87 7.83  -1.471
C24 -15.27 -6.82 9.21  -0.873
C25 -15.70 -5.72 9.93  0.967
C26 -15.65 -5.81 11.44  2.576
C27 -16.90 -6.53 12.03  -1.481
C28 -14.37 -6.51 11.95  -1.637
C29 -17.39 -3.71 7.06  1.285
C30 -18.87 -4.15 6.84  -1.637
C31 -16.81 -3.33 5.68  -1.679
H1 -13.16 2.10 11.02  0.402
H2 -12.16 2.09 12.51  0.342
H3 -13.92 1.70 12.56  0.304
H4 -13.60 -0.26 11.16  -1.290
H5 -10.61 0.48 11.32  0.496
H6 -11.65 0.36 9.89  0.365
H7 -11.14 -1.09 10.72  0.339
H8 -10.70 -0.17 13.42  0.336
H9 -10.54 -1.40 15.51  0.351
H10 -12.52 -2.46 16.51  0.327
H11 -15.89 -2.18 15.30  0.117
H12 -14.32 -4.77 14.84  0.346
H13 -15.46 -3.96 13.71  -0.400
H14 -16.03 -4.65 15.22  0.440
H15 -14.15 -3.86 17.18  0.373
H16 -15.82 -3.39 17.36  0.503
H17 -14.56 -2.17 17.56  0.470
H18 -18.66 0.25 14.02  0.489
H19 -20.65 -0.29 12.51  0.391
H20 -20.47 -2.31 10.98  0.541
H21 -16.20 -5.88 6.08  0.321
H22 -15.11 -7.76 7.31  0.313
H23 -14.85 -7.66 9.75  0.288
H24 -15.67 -4.77 11.81  -1.646
H25 -16.97 -7.55 11.60  0.340
H26 -17.82 -6.00 11.75  0.311
H27 -16.81 -6.58 13.11  0.400
H28 -14.38 -7.57 11.68  0.478
H29 -14.32 -6.45 13.05  0.366
H30 -13.48 -6.05 11.53  0.312
H31 -17.43 -2.80 7.70  -0.024
H32 -18.92 -5.02 6.17  0.357
H33 -19.41 -3.34 6.35  0.418
H34 -19.32 -4.38 7.80  0.358
H35 -16.97 -4.13 4.94  0.421
H36 -15.76 -3.06 5.72  0.182
H37 -17.34 -2.47 5.29  0.451
O3 -14.61 -1.92 7.89  0.057
N4 -13.22 -2.26 7.85  0.118
C32 -12.57 -1.76 6.77  -0.491
C33 -11.26 -2.21 6.52  -0.534
C34 -10.71 -3.22 7.35  -0.792
C35 -11.37 -3.50 8.54  -0.430
C36 -12.66 -2.97 8.87  0.291
S1 -13.45 -3.13 10.40  -0.373
H38 -13.08 -1.06 6.11  0.433
H39 -10.72 -1.67 5.74  0.395
H40 -9.81 -3.75 7.09  0.402
H41 -10.91 -4.09 9.32  0.423
F1 -16.09 0.06 10.85  -0.731
C37 -15.07 -1.06 8.84  -0.538
F2 -14.38 0.15 8.81  -0.315
F3 -16.29 -0.74 8.30  -0.237